Entry 1:
Computed, not measured: a 2-piece molecular cluster, C4H14N4 overall at a distorted geometry, with ωB97M-V/def2-TZVPD.

Output
- Relative energy (zero: lowest compared OMol25 entry of this formula, charge and spin): 224.6 kcal/mol
- Frontier orbital gap (alpha / beta): 6.2 / 9.1 eV
- Total charge: +2

The geometry in XYZ format:
```
22
Properties=species:S:1:pos:R:3:nbo_charge:R:1
C 0.776 0.371 -1.077 0.194
C 2.041 0.453 -0.411 -0.700
C -1.783 0.850 -0.939 -0.462
C -0.034 0.466 2.688 -0.487
N -0.029 -0.931 -1.153 0.095
N -0.519 0.114 -0.543 -0.083
N -0.302 -1.824 -1.987 -0.475
N -0.180 -0.586 1.719 -0.453
H 0.637 1.053 -1.954 0.247
H 2.650 -0.332 -0.732 0.281
H 1.906 0.546 0.638 0.254
H 2.657 1.275 -0.867 0.300
H -2.268 0.350 -1.748 0.256
H -2.569 0.899 -0.071 0.275
H -1.490 1.892 -1.035 0.272
H -1.191 0.765 2.943 0.261
H 0.540 0.194 3.575 0.278
H 0.428 1.455 2.277 0.260
H 0.308 -1.298 1.849 0.364
H -1.010 -2.577 -1.976 0.464
H 0.536 -2.230 -2.558 0.460
H -1.102 -0.903 1.363 0.399
```


Entry 2:
Computed, not measured: a 3-piece molecular cluster, C2H11N3O2 overall at a distorted geometry, with ωB97M-V/def2-TZVPD.

Output
- Relative energy (zero: lowest compared OMol25 entry of this formula, charge and spin): 32.0 kcal/mol
- Frontier orbital gap: 9.6 eV
- Structure (SMILES): [H]/N=C(\N)NC.O.O
- Total charge: 0

The geometry in XYZ format:
```
18
Properties=species:S:1:pos:R:3:nbo_charge:R:1
H -1.202 -1.414 0.276 0.339
N -1.057 -0.491 -0.144 -0.818
C 0.126 -0.392 -0.584 0.596
N 1.159 -1.170 -0.157 -0.857
N 0.637 0.760 -1.250 -0.645
C -0.161 1.942 -1.453 -0.416
H 2.139 -1.106 -0.386 0.410
H 0.873 -2.145 0.096 0.383
H 1.516 0.499 -1.876 0.393
H -0.710 2.104 -0.495 0.223
H -0.913 1.636 -2.221 0.194
H 0.390 2.823 -1.745 0.212
O 2.951 0.048 1.748 -0.950
H 2.090 0.443 1.413 0.483
H 2.706 -0.858 2.040 0.468
O -3.652 -0.499 1.129 -0.953
H -2.665 -0.494 0.904 0.486
H -3.589 -0.868 2.058 0.452
```


Entry 3:
Computed, not measured: a 2-piece molecular cluster, C3H11N3 overall at a distorted geometry, with ωB97M-V/def2-TZVPD.

Output
- Relative energy (zero: lowest compared OMol25 entry of this formula, charge and spin): 47.9 kcal/mol
- Frontier orbital gap: 9.7 eV
- Structure (SMILES): [H]/N=C/N.CNC
- Total charge: 0

The geometry in XYZ format:
```
17
Properties=species:S:1:pos:R:3:nbo_charge:R:1
H -2.947 -1.744 -0.476 0.348
N -2.210 -1.457 0.177 -0.740
C -1.365 -2.428 0.403 0.283
N -0.660 -2.457 1.601 -0.804
H -1.088 -3.370 -0.160 0.146
H -0.545 -1.584 2.128 0.399
H 0.067 -3.086 1.542 0.370
C 0.516 1.445 0.157 -0.443
N 0.986 2.480 -0.745 -0.619
C 2.254 2.198 -1.483 -0.421
H 0.406 0.396 -0.104 0.172
H -0.412 1.675 0.764 0.212
H 1.162 1.254 1.055 0.178
H 0.232 2.628 -1.330 0.353
H 2.429 1.191 -1.684 0.175
H 2.344 2.725 -2.413 0.201
H 3.124 2.658 -1.007 0.190
```


Entry 4:
Computed, not measured: an isolated ion of composition C11H22INO4P and charge +1 at a distorted geometry, with ωB97M-V/def2-TZVPD.

Output
- Frontier orbital gap: 9.3 eV
- Total charge: +1

The geometry in XYZ format:
```
40
Properties=species:S:1:pos:R:3:nbo_charge:R:1
C 3.126 2.326 1.190 -0.607
C 2.936 2.128 -0.330 -0.435
C 1.613 2.789 -0.744 -0.087
O 0.954 2.171 -1.889 -0.790
P -0.084 1.017 -1.563 1.675
I -1.217 0.632 -3.662 0.114
C 0.841 -0.520 -1.210 -0.810
C -0.064 -1.777 -1.271 -0.409
C 0.041 -2.728 -0.071 -0.436
C 0.182 -2.062 1.298 -0.082
O -0.808 -2.577 2.178 -0.529
C -0.492 -2.425 3.499 0.641
O -1.320 -2.202 4.259 -0.492
C -1.286 1.473 -0.270 -0.804
C -2.308 0.409 0.151 -0.520
C -3.408 0.158 -0.898 0.693
N -3.779 -1.178 -1.149 -0.842
O -3.898 1.048 -1.458 -0.520
H 2.630 3.250 1.478 0.208
H 4.177 2.459 1.401 0.236
H 2.710 1.516 1.781 0.207
H 2.990 1.087 -0.622 0.204
H 3.768 2.630 -0.805 0.230
H 0.975 2.889 0.130 0.184
H 1.846 3.798 -1.056 0.230
H 1.440 -0.428 -0.309 0.264
H 1.547 -0.583 -2.035 0.278
H -1.086 -1.494 -1.474 0.204
H 0.236 -2.340 -2.147 0.242
H 0.802 -3.478 -0.230 0.231
H -0.892 -3.285 -0.037 0.242
H 0.121 -0.972 1.265 0.153
H 1.179 -2.288 1.681 0.192
H 0.555 -2.546 3.803 0.112
H -1.817 2.371 -0.573 0.301
H -0.726 1.744 0.623 0.268
H -1.882 -0.539 0.459 0.221
H -2.812 0.813 1.026 0.271
H -3.340 -1.494 -2.010 0.390
H -3.448 -1.791 -0.410 0.370
```